# C9H18O3S

C9H18O3S in the gas phase (ωB97M-V/def2-TZVPD, the OMol25 dataset).

```
31
Properties=species:S:1:pos:R:3:forces:R:3:nbo_charge:R:1
C -4.3433 -1.1456 -0.0651 0.23 0.85 1.29 -0.600
C -2.8294 -1.0372 0.1717 -0.05 1.90 -0.65 -0.406
C -2.6447 0.1562 1.1941 1.88 0.06 0.29 -0.401
C -1.2357 0.0847 1.8678 0.22 -0.25 0.31 -0.386
C -0.0719 -0.1111 0.8707 -0.41 -0.17 -1.08 -0.447
C 1.2529 0.4197 1.3660 1.07 1.73 -0.55 -0.609
S 2.7296 -0.3033 0.4345 -1.01 -4.89 4.22 2.129
O 3.9082 0.4751 0.6499 0.19 0.90 -0.51 -0.918
O 2.8695 -1.7722 0.8075 -0.89 3.62 -1.10 -0.941
C 2.2061 -0.2716 -1.2268 1.32 -1.94 0.29 -0.799
C 2.5199 1.0370 -1.6728 -0.50 3.96 -1.58 0.570
C 3.5569 1.3754 -2.6421 0.69 -4.42 -1.29 -0.689
O 1.7647 1.9376 -1.3745 -0.70 0.29 0.94 -0.553
H -4.6057 -1.6880 -0.9112 -0.39 -1.11 -1.65 0.205
H -4.6967 -0.1305 -0.2052 -0.51 0.13 0.00 0.199
H -4.8966 -1.6141 0.8006 0.82 0.62 -0.69 0.206
H -2.1325 -0.7606 -0.7620 -1.99 -0.72 1.72 0.199
H -2.5393 -2.0250 0.4940 0.79 -0.04 0.63 0.206
H -2.7520 1.1929 0.7202 0.10 -1.58 0.12 0.204
H -3.2912 0.2065 2.0815 -0.56 -0.57 -0.63 0.212
H -1.2226 -0.7651 2.6605 0.05 1.51 -1.23 0.205
H -1.0436 1.0599 2.3438 -0.22 -0.39 0.35 0.199
H 0.0719 -1.1940 0.7237 -0.25 0.27 -0.40 0.224
H -0.3184 0.4115 -0.1259 0.29 -0.87 1.43 0.213
H 1.3894 0.3101 2.4448 0.40 -0.66 -0.18 0.251
H 1.3449 1.5358 1.2151 -0.08 -1.12 -0.14 0.250
H 1.2007 -0.4411 -1.3695 -2.44 -0.20 0.40 0.281
H 2.6398 -1.1381 -1.6773 1.05 -0.28 -0.41 0.275
H 2.9414 1.4354 -3.5516 0.41 -0.30 -0.25 0.248
H 4.2503 0.4416 -2.7039 -0.59 2.13 -0.32 0.216
H 3.9773 2.3177 -2.5584 1.10 1.56 0.68 0.254
```
Positions in Å, forces in eV/Å.

Results
* max |F|: 6.5 eV/Å
* M: 206.3 u
* DFT total energy: -26600.2220 eV
* gap between HOMO and LUMO: 10.68 eV
* SMILES string: CCCCCCS(=O)(=O)CC(C)=O
* relative energy (zero: lowest compared OMol25 entry of this formula, charge and spin): 47.4 kcal/mol
* LUMO level: 0.52 eV


# C9H18O8P

2 unconnected molecules or ions with the total composition C9H18O8P (ωB97M-V/def2-TZVPD, the OMol25 dataset).

```
36
Properties=species:S:1:pos:R:3:forces:R:3:nbo_charge:R:1
O -0.7838 -1.5974 0.5239 2.46 2.81 -4.77 -0.497
C -0.2480 -0.9942 -0.4524 -1.84 -2.22 4.69 0.613
O 0.6272 0.1276 -0.1344 -1.88 -0.26 -1.17 -0.538
C -0.2664 1.2722 -0.1388 -0.76 -0.09 0.07 -0.099
C 0.4455 2.6678 0.2141 -0.61 -0.60 0.21 -0.721
P -0.8191 4.0343 -0.2368 0.76 -0.81 -1.28 1.497
O -0.8607 4.2325 -1.9369 -0.57 -0.79 3.33 -0.893
C -2.5288 3.7354 0.5157 -0.30 0.38 0.05 -0.768
C -3.5852 3.0359 -0.4693 -0.75 0.94 -0.38 -0.100
O -3.3569 1.6242 -0.7021 -2.17 0.76 1.76 -0.534
C -4.3792 0.7993 -0.1428 1.14 -5.84 -1.32 0.590
O -4.2480 -0.4443 -0.3110 -0.55 5.73 0.83 -0.494
H -0.4860 -1.3197 -1.5285 0.85 0.94 1.31 0.185
H -1.0600 1.0656 0.6823 1.06 0.50 -1.47 0.209
H -0.7807 1.2916 -1.1794 0.66 0.28 1.64 0.184
H 1.4583 2.8385 -0.2853 -1.53 -0.12 0.44 0.303
H 0.5833 2.7100 1.3496 -0.12 0.14 -1.50 0.278
H -0.3136 5.2415 0.3833 -0.40 -0.69 -0.97 0.057
H -1.4345 3.5234 -2.3239 0.57 0.65 0.22 0.522
H -2.3551 3.1772 1.5074 -0.31 0.63 -1.56 0.292
H -2.9522 4.7774 0.7979 0.78 -1.62 -0.58 0.296
H -4.6383 3.2313 -0.0267 1.76 -0.41 -0.62 0.232
H -3.6033 3.5401 -1.5127 0.19 -0.62 1.79 0.212
H -5.3107 1.1742 0.4018 1.50 0.43 -0.76 0.176
C 1.1069 -4.2039 0.0926 -0.38 0.08 -0.09 -0.259
O 2.2758 -4.8448 0.5974 0.44 0.21 -0.05 -0.489
C 3.4079 -4.1436 0.4170 0.08 -0.22 0.12 0.982
O 3.4954 -3.0626 -0.1166 -0.09 -0.39 0.20 -0.652
O 4.4241 -4.8540 0.9333 -0.52 0.23 -0.19 -0.489
C 5.6993 -4.2256 0.8118 0.48 0.14 -0.01 -0.257
H 0.2562 -4.8575 0.2888 0.28 -0.08 0.10 0.204
H 0.9314 -3.2528 0.5973 0.18 -0.16 -0.09 0.192
H 1.1864 -4.0585 -0.9879 0.07 0.10 0.11 0.183
H 5.7134 -3.2749 1.3496 -0.06 -0.04 -0.19 0.190
H 5.9584 -4.0792 -0.2392 -0.11 0.12 0.13 0.193
H 6.4411 -4.8870 1.2609 -0.31 -0.09 0.00 0.202
```
Positions in Å, forces in eV/Å.

Results
* max |F|: 6.1 eV/Å
* M: 285.2 u
* net charge: +1
* DFT total energy: -35283.8393 eV
* gap between HOMO and LUMO: 8.39 eV
* relative energy (zero: lowest compared OMol25 entry of this formula, charge and spin): 55.4 kcal/mol
* LUMO level: -4.11 eV


# C9H18O9

3 unconnected molecules or ions with the total composition C9H18O9 (ωB97M-V/def2-TZVPD, the OMol25 dataset).

```
36
Properties=species:S:1:pos:R:3:forces:R:3:nbo_charge:R:1
C 1.9396 -3.7835 0.5814 -1.56 -0.38 -0.82 -0.256
O 1.2795 -2.5814 0.9758 1.22 0.86 0.76 -0.499
C -0.0342 -2.5076 0.9352 -1.22 -0.68 0.04 0.986
O -0.8100 -3.3639 0.5828 0.43 0.08 -0.21 -0.643
O -0.3953 -1.3240 1.4205 1.17 1.03 0.46 -0.512
C -1.6614 -0.7698 1.1300 -0.95 -1.21 -0.06 -0.259
H 1.4135 -4.6128 1.0548 0.22 -0.18 -0.14 0.199
H 2.9970 -3.8012 0.8171 -0.08 0.60 0.26 0.205
H 1.7756 -3.8111 -0.4985 0.35 -0.58 -0.01 0.190
H -2.4376 -1.4624 1.4713 -0.02 -0.01 -0.20 0.191
H -1.7546 -0.6498 0.0496 -0.13 0.27 0.07 0.184
H -1.8066 0.1515 1.6836 0.55 0.16 -0.18 0.212
C 1.4327 0.6275 -0.6865 0.35 0.59 -1.46 -0.251
O 2.5368 -0.2713 -0.8334 -0.26 0.00 0.61 -0.493
C 2.4570 -1.1919 -1.7838 0.41 0.39 0.27 0.983
O 1.5319 -1.4314 -2.5070 -0.29 -0.05 -0.05 -0.638
O 3.6557 -1.7803 -1.8047 0.11 -0.41 -0.05 -0.499
C 3.8618 -2.7229 -2.8403 0.96 -0.12 -0.85 -0.261
H 1.7518 1.3956 0.0087 -0.17 -0.31 0.39 0.203
H 0.4822 0.1595 -0.4622 0.17 -0.21 0.37 0.197
H 1.3372 1.1231 -1.6585 -0.31 0.06 0.10 0.182
H 4.9280 -2.9537 -2.8544 -0.05 -0.07 0.51 0.194
H 3.7168 -2.2826 -3.8283 -0.62 0.02 0.12 0.193
H 3.3078 -3.6515 -2.7253 -0.28 0.17 0.09 0.188
C -1.3735 5.1924 1.8951 1.18 -0.32 0.12 -0.261
O -2.5907 4.6949 1.3672 -0.22 1.09 0.21 -0.486
C -2.5969 3.4359 0.9808 -1.31 0.42 -0.57 0.985
O -1.6694 2.6922 0.9089 0.71 -0.61 0.16 -0.640
O -3.8706 3.1646 0.6182 0.61 -0.15 0.24 -0.491
C -4.0545 1.8683 0.0879 0.36 -1.23 -0.38 -0.266
H -0.5800 5.2725 1.1478 -0.20 -0.40 -0.22 0.189
H -1.0427 4.5003 2.6692 0.17 0.24 0.11 0.194
H -1.4600 6.2050 2.2785 -0.80 -0.15 0.14 0.202
H -3.9847 1.0564 0.8196 -0.38 0.44 0.48 0.180
H -3.2599 1.5656 -0.6008 -0.13 0.59 -0.31 0.195
H -5.0224 1.8479 -0.4001 -0.01 0.07 0.02 0.202
```
Positions in Å, forces in eV/Å.

Results
* max |F|: 1.8 eV/Å
* M: 270.2 u
* DFT total energy: -28051.8696 eV
* gap between HOMO and LUMO: 11.28 eV
* SMILES string: COC(=O)OC.COC(=O)OC.COC(=O)OC
* relative energy (zero: lowest compared OMol25 entry of this formula, charge and spin): 11.9 kcal/mol
* LUMO level: 0.68 eV


# C9H18OSi

C9H18OSi in the gas phase (ωB97M-V/def2-TZVPD, the OMol25 dataset).

```
29
Properties=species:S:1:pos:R:3:forces:R:3:nbo_charge:R:1
C -1.2244 2.6955 -0.2058 1.83 1.42 1.82 -0.347
C -0.3169 2.0828 0.5491 0.19 -0.33 0.78 -0.677
Si -0.0511 0.1680 0.4701 0.22 0.17 0.39 1.877
C 0.5443 -0.2311 2.2645 -0.61 2.23 -1.32 -0.667
C 0.3887 -1.3978 2.8697 -0.61 0.08 -3.93 -0.334
O -1.5328 -0.6103 0.2196 1.99 1.39 0.17 -0.894
C -2.6738 -0.2907 0.9522 -0.10 -3.38 1.85 -0.247
C 0.9523 -0.4347 -1.0690 -1.11 1.11 -0.12 -0.458
C 2.3859 0.1207 -1.1882 -0.94 1.93 3.94 -0.605
C 0.9400 -1.9614 -1.0305 2.05 1.82 -3.66 -0.604
C 0.1602 0.1824 -2.3381 0.16 -2.93 2.06 -0.609
H -1.2559 3.7561 -0.0775 -0.47 0.71 -0.07 0.183
H -1.8875 2.3221 -0.8854 -1.40 -1.45 -1.81 0.187
H 0.1432 2.8052 1.3118 -0.14 -1.44 -1.14 0.224
H 0.7080 0.7951 2.7613 0.17 -2.00 -0.01 0.216
H 0.4966 -1.4966 3.8529 0.52 -0.60 4.03 0.181
H 0.0721 -2.2880 2.2899 0.31 0.56 0.41 0.191
H -3.3367 -0.9566 0.4943 -2.00 -0.53 -0.69 0.186
H -3.0655 0.6634 0.9845 -0.20 2.40 -0.44 0.175
H -2.7268 -0.6899 2.0161 0.91 0.59 -0.81 0.162
H 2.4051 1.1458 -1.5514 -0.26 0.10 -0.24 0.204
H 2.8339 0.2894 -0.1264 -0.29 -0.85 -1.68 0.204
H 3.0166 -0.4207 -1.7958 1.43 -1.55 -1.20 0.209
H 0.0824 -2.4033 -0.7513 -3.62 -1.20 0.45 0.215
H 1.5829 -2.2941 -0.3035 2.25 -0.84 1.53 0.207
H 1.2503 -2.3305 -2.0711 -0.28 0.14 1.47 0.192
H -0.9057 0.2791 -2.1003 0.22 0.12 -0.44 0.213
H 0.6897 1.0804 -2.4228 -0.02 1.50 -1.11 0.209
H 0.3247 -0.5799 -3.1188 -0.17 0.83 -0.22 0.207
```
Positions in Å, forces in eV/Å.

Results
* max |F|: 4.6 eV/Å
* M: 170.3 u
* DFT total energy: -19547.9664 eV
* gap between HOMO and LUMO: 10.21 eV
* SMILES string: C=C[Si](C=C)(OC)C(C)(C)C
* relative energy (zero: lowest compared OMol25 entry of this formula, charge and spin): 47.0 kcal/mol
* LUMO level: 0.86 eV


# C9H19B2NO8

3 unconnected molecules or ions with the total composition C9H19B2NO8 (ωB97M-V/def2-TZVPD, the OMol25 dataset).

```
39
Properties=species:S:1:pos:R:3:forces:R:3:nbo_charge:R:1
C -0.9345 2.9598 -1.9916 0.02 0.02 0.23 -0.634
C -1.5013 1.5972 -2.2955 0.19 0.36 0.06 0.067
C -3.0045 1.5138 -2.4251 -0.04 -0.09 -0.10 -0.094
O -3.2582 0.1486 -2.0489 -0.05 0.08 -0.01 -0.492
C -2.2629 -0.2313 -1.2174 0.10 0.14 -0.02 0.972
O -2.2565 -1.2419 -0.5868 0.01 -0.14 0.13 -0.603
O -1.2798 0.6903 -1.1943 -0.18 -0.20 -0.10 -0.489
H -1.5227 3.4683 -1.2267 -0.02 -0.02 0.01 0.214
H 0.0839 2.8629 -1.6193 0.04 -0.05 -0.08 0.260
H -0.9241 3.5741 -2.8915 -0.02 -0.01 -0.03 0.218
H -1.0104 1.1682 -3.1734 -0.01 -0.07 0.02 0.187
H -3.3726 1.7029 -3.4295 -0.04 -0.16 -0.02 0.206
H -3.5168 2.1681 -1.7166 0.05 0.04 0.01 0.186
C 1.2471 -3.1011 -3.0716 -0.21 0.13 -0.01 -0.629
C 1.9848 -2.2196 -2.0965 -0.14 -0.12 -0.12 0.066
C 1.7515 -2.5175 -0.6326 0.01 -0.02 0.13 -0.097
O 1.9824 -1.2357 -0.0257 0.00 -0.20 0.01 -0.499
C 1.7016 -0.2881 -0.9510 -0.10 -0.07 -0.03 0.979
O 1.6272 0.8709 -0.7230 0.09 0.31 0.00 -0.573
O 1.5168 -0.8558 -2.1675 0.11 -0.04 0.02 -0.503
H 0.2145 -3.2553 -2.7564 0.00 0.02 0.03 0.221
H 1.2277 -2.6407 -4.0583 0.11 -0.02 -0.03 0.232
H 1.7369 -4.0706 -3.1510 0.02 -0.01 0.02 0.223
H 3.0551 -2.2095 -2.3215 0.01 0.04 0.02 0.182
H 2.4289 -3.2593 -0.2181 0.09 0.12 0.07 0.204
H 0.7178 -2.8092 -0.4341 -0.03 -0.02 -0.07 0.195
N 2.3032 0.0829 3.7103 -1.10 0.17 -0.51 -1.054
B 1.4927 1.2678 3.6906 0.18 -0.32 0.38 0.674
C 0.2122 1.2750 4.6037 -0.02 0.43 -0.17 -1.119
B -0.8842 0.5396 3.7553 0.18 0.14 0.68 1.133
O -1.3129 -0.7235 4.1181 0.51 -0.70 -0.43 -0.920
O -1.3980 1.2021 2.6878 -0.25 -0.23 -0.87 -0.882
H 2.4936 -0.2650 2.7766 0.71 0.07 0.14 0.395
H 1.8593 -0.6466 4.2549 0.24 -0.19 0.00 0.368
H 1.7958 2.1728 2.9794 -0.06 -0.05 -0.20 -0.078
H -0.1501 2.2817 4.7887 0.06 0.24 0.16 0.255
H 0.4092 0.7559 5.5357 -0.10 -0.14 0.22 0.246
H -1.2985 -1.3670 3.3929 -0.42 0.26 0.26 0.492
H -1.9537 0.6347 2.1302 0.05 0.31 0.20 0.489
```
Positions in Å, forces in eV/Å.

Results
* max |F|: 1.2 eV/Å
* M: 290.9 u
* DFT total energy: -28868.4969 eV
* gap between HOMO and LUMO: 10.49 eV
* SMILES string: C[C@@H]1COC(=O)O1.C[C@@H]1COC(=O)O1.NBCB(O)O
* LUMO level: 0.53 eV


# C9H19BN2OP

A gas-phase ion, C9H19BN2OP (charge +1) (ωB97M-V/def2-TZVPD, the OMol25 dataset).

```
33
Properties=species:S:1:pos:R:3:forces:R:3:nbo_charge:R:1
B -1.2767 0.8448 1.4976 -0.47 1.11 1.21 0.993
C 0.8142 -4.0562 -0.9395 -0.37 0.65 -0.17 -0.743
C 0.9297 2.1596 -1.2461 -0.04 0.01 0.39 -0.379
C 1.2527 0.6568 -1.3581 -0.10 0.13 -0.02 -0.515
C 0.3299 2.4050 0.1494 0.33 0.39 0.02 -0.242
C -1.3229 -1.4895 0.6222 -0.08 -0.29 -0.39 -0.050
C 0.0173 -1.3877 -0.1788 -0.15 -0.83 -0.13 -0.400
C 0.0584 -0.1392 -0.9724 -0.88 2.82 2.70 0.405
C -1.7743 1.7301 2.7303 0.41 -0.40 -0.47 -0.954
C 1.2015 -1.5110 0.7683 -0.05 0.10 -0.19 -0.628
N -0.6738 1.4451 0.4010 1.03 -3.03 -3.20 -0.681
N -1.0765 -0.0115 -1.9146 -0.16 -0.24 -0.20 -0.765
O -1.5929 -0.4835 1.5379 -0.04 -0.51 0.17 -0.667
P -0.1186 -2.8124 -1.5071 0.43 -0.18 0.59 0.603
H 0.8751 -4.9599 -1.5254 -0.02 -0.15 -0.09 0.252
H 1.3712 -4.0388 -0.0172 0.10 -0.02 0.13 0.235
H 1.8331 2.7517 -1.3797 0.00 0.03 -0.15 0.247
H 0.2143 2.4656 -2.0128 -0.03 0.07 -0.06 0.187
H 1.5647 0.4319 -2.3823 0.09 -0.10 -0.06 0.248
H 2.0813 0.4248 -0.6934 -0.01 -0.13 -0.02 0.259
H 1.1319 2.3818 0.8996 -0.04 0.06 -0.08 0.190
H -0.1258 3.4011 0.1613 0.14 0.06 0.01 0.240
H -2.1690 -1.5739 -0.0830 0.06 -0.05 0.12 0.157
H -1.2873 -2.4275 1.1903 -0.01 0.10 -0.25 0.218
H -1.4633 2.7670 2.6608 0.04 0.16 0.00 0.226
H -1.3932 1.3183 3.6603 0.03 -0.06 0.21 0.247
H -2.8585 1.7051 2.7899 -0.20 -0.03 0.00 0.251
H 1.2782 -0.6076 1.3703 0.08 0.09 0.11 0.234
H 2.1336 -1.6604 0.2268 0.08 0.01 0.06 0.227
H 1.0559 -2.3438 1.4513 -0.02 -0.06 0.00 0.237
H -1.2104 -0.9301 -2.3885 -0.14 0.48 -0.11 0.448
H -0.8895 0.7356 -2.5923 -0.18 -0.20 0.07 0.449
H -1.9195 0.2360 -1.3789 0.17 0.03 -0.19 0.471
```
Positions in Å, forces in eV/Å.

Results
* max |F|: 4.5 eV/Å
* M: 213.0 u
* net charge: +1
* DFT total energy: -24626.7990 eV
* gap between HOMO and LUMO (alpha / beta): 8.28 / 8.28 eV
* relative energy (zero: lowest compared OMol25 entry of this formula, charge and spin): 18.5 kcal/mol
* LUMO level (alpha / beta): -4.19 / -4.19 eV